Entry 1:
Computed, not measured: a cluster of 12 separate species, C32H72O10S10 in total in a non-equilibrium geometry, with ωB97M-V/def2-TZVPD.

Energy relative to the best compared isomer or geometry (same formula, charge and spin) in kcal per mole: 0.7
E_tot in Eh: -5995.8782
LUMO energy in eV: -0.09
E_HOMO in eV: -7.864

Positions of all 124 atoms, in Å:
C  1.90894  3.76345  1.16978
C  -2.65206  -2.42655  -3.80822
H  -1.19006  -0.01455  1.85478
S  -0.20306  -6.38955  -0.47522
H  3.84994  0.70145  -2.70122
C  2.30994  6.29345  1.73778
S  2.51794  -4.30455  -3.16822
C  3.12794  0.35745  4.03178
C  -4.20706  -0.99755  1.08778
H  4.59694  2.54345  -3.91522
H  5.13294  0.78745  -1.39122
H  -2.85106  -3.28355  5.36478
H  2.67294  3.25345  1.39878
H  1.36794  3.12045  0.33978
H  -2.64606  -3.33455  2.79478
H  -0.79006  -0.90255  -1.84122
H  -5.54106  0.62645  1.23178
H  0.06394  3.41345  5.65178
H  4.00394  -2.13755  3.00378
H  -4.35106  2.47145  -0.11322
H  -3.79406  -1.06055  2.03578
H  -0.72506  -3.96155  -0.07822
O  -1.98206  2.74245  -0.88222
C  -1.85606  -2.95355  4.91778
H  1.31394  -5.27455  0.99478
H  2.95994  -0.58455  4.64478
C  0.50094  -2.13055  4.96478
H  -3.81406  -3.16255  -1.74022
H  -2.01506  -0.18255  -0.98722
O  0.46994  -6.02055  -1.77822
H  -3.86306  5.60145  -0.91022
C  -0.99006  -0.53855  -0.74222
H  1.25594  -2.62055  -4.37122
H  -5.89906  -1.45655  -2.46322
C  4.12794  1.12345  -1.63522
H  2.54394  5.60945  2.82278
H  2.93094  -4.13855  -1.02822
H  -0.04106  1.21045  2.29478
H  0.32994  2.64645  -3.33222
H  1.14794  -1.74655  5.71378
H  1.16994  3.78045  2.08678
C  -4.04106  3.32745  0.54978
H  -0.92406  1.61045  -2.73422
H  -2.20606  6.61945  5.44478
H  2.46494  0.56245  -5.45122
H  -2.76606  4.87645  5.42878
H  -1.64506  1.34245  1.45978
H  1.51994  -2.93755  -1.30122
H  0.47794  -6.11655  1.94278
H  -1.64206  -3.92955  -6.03122
H  3.82394  0.89345  4.60078
S  3.93694  2.93845  -1.73122
C  -0.55706  0.77145  1.52078
H  2.37994  2.27645  -4.70922
H  6.02994  2.75545  -2.89522
C  1.80294  1.39345  -5.09322
C  -5.19906  -0.17655  0.66578
O  2.51194  3.06645  -2.28322
H  5.11594  4.24645  -3.60422
H  -2.48506  5.65245  -1.91322
C  -5.47306  -1.44855  -1.53822
H  -1.85006  -4.97555  0.68878
C  -0.73606  -2.52855  5.61578
O  3.87294  5.08345  0.39278
O  -1.74006  4.86345  2.80478
C  0.52694  -2.05155  3.60078
C  -1.79306  5.55645  5.37878
S  -1.41706  -3.73455  -3.52422
H  -2.14406  -1.87255  -4.50322
H  -1.12606  5.68045  6.16578
C  2.38294  -3.42955  -1.64522
H  2.74294  7.14145  1.65278
H  2.50494  -3.40255  -5.27022
H  1.81794  -6.80755  0.65078
C  5.01894  3.15545  -3.17522
H  -0.22406  -2.73555  -5.52822
O  0.05694  -0.55455  -4.49622
C  -3.21206  5.06945  -1.43422
C  2.28094  -3.03555  -4.29022
H  -0.96906  2.17145  -4.36322
H  -0.25406  -4.53355  -5.49022
C  -1.22206  -4.93555  -0.08922
O  -2.19906  -5.07255  -3.47122
S  3.62294  0.18945  2.23378
H  -0.51406  -2.69955  1.70178
C  -0.32906  3.39045  4.68878
H  -6.56306  0.13045  -1.04322
H  1.08994  1.64145  -5.67022
H  2.29394  0.94845  4.15378
H  3.33094  -2.70355  -1.78222
H  -3.65006  -2.95255  -4.16222
C  -0.31406  1.87445  -3.53322
C  -3.81706  -2.17255  0.12078
H  -3.16506  -3.10055  0.43078
S  2.39894  5.24645  0.43078
O  4.52994  1.32845  1.73078
H  -0.93006  -2.58055  6.73978
H  -3.84606  4.43445  -2.17822
C  -1.81506  -3.02455  3.39278
H  1.32694  6.55745  1.86678
H  3.26294  0.71645  -0.97422
C  0.95494  -6.12455  0.84778
H  -2.89806  -1.86255  -2.83522
O  1.46794  -0.49955  0.29578
C  -5.86906  -0.44255  -0.74722
H  0.30594  3.14545  4.12878
S  -2.52706  3.97045  -0.13622
H  -3.74906  2.87545  1.42478
H  1.48594  -1.81855  3.19978
C  4.59694  -1.37455  2.50878
S  -0.83106  5.03845  4.02378
H  5.58594  -1.28855  2.94178
H  3.07694  -2.33555  -4.00022
C  -4.35406  -2.31155  -1.09322
S  0.27494  0.43145  -0.03722
H  -1.02706  2.71745  4.81478
H  -1.95306  -4.93455  -0.87022
C  -0.63406  -2.55455  2.89978
H  -1.10306  -1.56955  -0.12722
S  0.84394  0.50845  -3.80322
C  -0.87506  -3.68155  -5.30122
H  4.77694  -1.73155  1.55978
H  -4.82606  3.97645  0.55678
O  4.02594  -4.55755  -3.17722

Forces on the atoms, in the same order (eV/Å):
C -9.5 0.4 -1.3
C -2.9 -1.7 2.7
H 0.8 -2.1 0.6
S 0.0 1.5 -0.8
H 0.6 0.9 1.8
C -2.6 -6.4 6.1
S 0.9 -2.4 0.5
C 1.1 -2.0 0.3
C -0.6 -3.4 -4.2
H -0.5 -0.9 -1.2
H -0.1 0.1 0.4
H 1.7 0.6 -0.1
H 6.3 -3.5 1.9
H 0.8 1.3 1.5
H -0.2 -0.3 -0.2
H 0.8 0.7 2.0
H -0.6 1.2 0.9
H 1.1 1.0 1.8
H -0.2 0.2 0.3
H 0.5 0.8 0.3
H 0.8 0.5 1.7
H 0.5 -0.4 -0.2
O -0.2 1.2 0.9
C -1.2 -0.6 -3.0
H 3.2 8.1 -0.4
H 0.2 0.7 -1.4
C -3.5 0.0 1.5
H -2.2 1.8 1.4
H 0.7 0.7 1.2
O -0.4 -0.5 1.5
H -2.8 3.0 2.1
C -1.8 -4.5 -1.9
H 0.8 0.0 0.7
H -1.0 -0.7 -2.6
C -2.2 -1.2 -1.7
H -0.1 2.4 -3.2
H -0.9 -0.3 0.8
H 1.7 0.9 1.4
H 1.3 2.2 1.1
H 1.5 0.2 -0.2
H 1.3 0.4 -1.9
C 0.8 -2.1 -3.2
H -0.9 -0.2 1.6
H 0.5 -1.1 -1.4
H -0.5 1.1 -0.2
H 2.3 1.1 0.6
H 3.0 0.0 -0.9
H -1.1 0.3 0.4
H 0.5 -1.4 -2.2
H -0.8 0.9 0.4
H 1.8 0.8 0.5
S -1.1 -0.7 -0.7
C -5.2 0.7 -1.5
H -0.6 -1.0 -0.1
H -0.8 0.5 -0.3
C 5.5 -2.6 4.7
C -0.5 -2.1 -4.1
O 1.1 0.2 0.5
H -0.4 -2.0 1.3
H 1.1 0.6 -0.5
C 3.1 -0.5 2.6
H -1.8 -0.8 3.8
C -1.3 -0.8 0.6
O 1.1 -0.1 -1.2
O 1.0 -0.2 1.8
C -1.2 -1.6 1.0
C -4.4 0.6 -0.2
S -1.5 -2.3 -1.9
H 0.5 2.0 -1.8
H 1.1 -1.0 2.1
C 4.6 1.3 -0.7
H 3.9 5.3 -0.8
H 0.3 -0.5 -0.6
H -0.9 0.1 0.7
C 1.6 1.9 0.4
H -1.7 -1.6 0.3
O 0.0 -0.5 -0.4
C -0.1 -4.7 -1.8
C -0.2 1.9 -0.7
H 0.4 -0.6 -0.3
H 0.9 -0.6 0.6
C 1.3 0.4 -2.8
O 1.0 2.1 0.5
S 0.9 0.2 0.3
H -0.1 0.8 2.9
C -6.4 6.9 6.1
H -5.2 4.4 -1.9
H -4.7 1.9 -5.0
H -2.3 1.2 -0.4
H -2.3 -0.8 0.3
H 2.2 1.1 0.4
C -0.2 -1.4 -1.7
C 0.4 0.4 3.3
H -0.9 2.5 -0.2
S 1.5 0.0 -1.7
O -1.2 -1.9 1.5
H 1.1 0.4 -1.5
H 1.4 0.9 1.2
C 1.5 1.3 4.8
H -2.9 0.5 0.5
H 1.8 0.8 -0.7
C -2.3 -7.1 1.8
H 0.7 -0.7 -1.8
O -2.3 1.0 -0.6
C 6.5 -3.1 5.9
H 9.3 -3.9 -8.4
S 1.0 -1.2 -2.1
H 0.3 -0.6 2.5
H 0.1 0.4 -1.2
C -0.3 1.1 0.9
S -0.3 -0.1 -2.0
H 0.0 0.5 0.6
H -0.4 0.5 -0.3
C -0.3 -1.3 -2.3
S 2.0 0.3 0.6
H -4.3 -3.3 -0.2
H -0.2 0.1 -1.2
C 1.6 -0.4 -4.5
H 0.3 2.4 -1.2
S -0.4 1.2 0.3
C 1.6 1.2 -0.1
H 0.3 -0.7 -2.4
H -2.0 2.1 0.7
O -1.2 0.2 -0.3

Entry 2:
Computed, not measured: a cluster of 3 separate species, C32H73BIN5O9PSSi in total, with ωB97M-V/def2-TZVPD.

E_tot in Eh: -3565.3778
LUMO energy in eV: -2.62
Charge: +1
E_HOMO in eV: -10.816

Positions of all 124 atoms, in Å:
O  1.14027  3.86440  5.16882
H  -0.33951  -5.66802  -1.87547
C  -3.87168  3.06044  -3.15888
O  -3.08998  -1.57421  -0.09096
H  -1.85690  0.98743  0.54565
H  -0.25987  -7.71856  -2.50462
H  -0.84064  2.30073  2.96767
H  -5.31039  5.85108  -0.02737
N  2.58633  -1.28480  -0.79555
H  -4.52089  9.68426  -4.19727
H  -1.75513  6.96592  -1.46457
P  3.42884  -2.14898  1.55612
H  0.71829  -4.90132  -3.07288
H  6.44116  -3.81765  -0.86514
H  0.68240  -2.57761  0.75409
H  0.62027  -6.92694  -5.12583
H  -3.55784  3.10551  -4.19984
N  5.37481  0.30974  -1.80411
H  1.27142  -5.36806  -0.25309
H  -2.35005  5.64489  2.36467
C  4.21029  -5.57336  -0.20102
H  1.57756  -6.04443  1.95042
C  -4.80575  4.40843  -1.47405
H  -2.69853  -0.02087  1.71086
O  -4.41217  4.31223  -2.82921
H  5.05818  -5.98921  -0.76196
C  -1.05622  -0.86227  -1.18483
H  -3.13091  -2.53516  -0.13234
H  -2.40511  3.28953  8.25199
H  -5.95854  8.64118  -4.21732
H  -3.45160  8.78435  -1.79082
H  1.51314  5.76212  5.68848
H  -1.65816  -1.27192  -1.99282
H  0.02258  6.03659  7.47623
H  -0.66767  5.35225  1.87470
C  -0.40458  3.22891  3.37661
H  -5.81775  3.99819  -1.35215
H  0.19331  0.81669  -0.11850
H  0.40472  3.55622  2.70451
H  3.03695  -3.48890  -3.31068
C  2.69834  -2.63721  -0.10440
C  0.11330  5.01536  7.08136
C  5.67554  -3.05619  -1.03932
H  2.86837  -5.16730  -2.77472
O  2.81064  2.24484  0.09397
H  -5.44023  9.40844  -2.69852
C  1.18835  -3.18885  -0.00648
H  -0.60722  2.76224  5.46497
C  1.30762  -0.71050  -0.75002
H  -1.94798  4.19030  1.43474
H  2.53370  -0.89746  -2.88503
H  -0.68435  3.06596  8.64675
N  1.13765  0.44440  -0.12129
C  -2.74759  6.76726  -1.87512
H  -4.12279  3.82575  -0.84045
C  -0.58776  -3.51781  -2.10801
H  -0.93275  0.07590  1.76402
H  1.98530  -3.97357  3.72214
S  4.85246  -3.16554  2.40161
C  0.64666  5.09913  5.67261
C  0.18730  2.91834  4.73216
H  -0.10536  5.52681  5.00567
N  0.74868  -7.54649  -4.33863
H  -5.38849  6.46881  -1.68462
C  -1.60628  -6.77535  -3.92508
H  2.46693  1.68861  2.54007
H  -2.38645  8.42102  -3.16768
H  -1.89321  -6.96399  -4.96632
H  -1.22331  -1.98125  0.67050
H  1.39401  -2.94414  -2.13139
C  -1.59545  4.87752  2.21493
H  0.52448  -4.95301  3.66401
O  -3.52701  6.38125  -0.75521
H  5.84769  -2.64018  -2.03604
H  -2.66543  5.95766  -2.60480
Si  3.99592  -3.88057  -0.95321
C  -1.75291  -1.16763  0.16577
H  3.81791  -0.84802  1.25461
H  -4.60553  2.25292  -3.04544
C  -0.48479  -7.75004  -3.57650
H  -1.04811  0.21775  -1.36984
H  -0.78746  -2.89194  -2.98872
H  -0.87744  -4.90323  -4.72721
H  -2.48538  -7.02297  -3.32175
H  -0.86005  -8.76224  -3.76604
H  -2.21519  -4.73366  -3.61796
H  0.55401  -3.38205  2.87442
H  3.62940  1.13971  -2.34415
H  2.27598  -1.94068  2.32442
C  3.50596  -4.28377  -2.72963
C  1.01130  -4.62920  0.50382
C  -3.21255  8.03343  -2.55443
C  4.14288  0.22145  -2.07305
B  2.13211  1.23407  0.68838
N  0.31685  -1.35880  -1.32516
C  -1.27963  -5.28082  -3.78022
C  -1.44758  3.79556  8.35262
C  3.27855  -1.02502  -2.08613
O  -1.14697  4.37513  7.10263
C  -0.29181  -4.91435  -2.66037
H  -1.52906  4.55136  9.14136
H  -1.50751  -3.50928  -1.52306
H  4.47043  -5.60607  0.85343
H  0.82921  4.46948  7.70800
I  -1.11230  -5.05101  0.88330
O  -4.33758  7.78281  -3.37051
C  -5.09511  8.94348  -3.62920
O  -1.40665  4.21240  3.44375
H  0.74876  1.98401  4.63320
H  4.44369  -4.54065  -3.23782
C  -4.81367  5.84195  -0.99985
H  5.83064  -2.27383  -0.29268
H  2.75004  -4.78163  1.72904
H  5.79221  -0.59185  -1.57931
C  -1.79953  0.04350  1.09616
C  1.15078  -4.27397  3.08279
H  3.68276  2.44388  0.45835
H  3.86764  -1.88946  -2.36946
C  1.68241  -4.96228  1.81933
C  0.58602  -2.83087  -1.40715
H  3.36446  -6.24094  -0.37927
H  -2.99845  2.82753  -2.53263
O  2.13937  0.94420  2.01744
H  1.51004  -7.19733  -3.77805

Forces on the atoms, in the same order (eV/Å):
O 0.1 0.0 0.0
H 0.1 0.1 0.1
C -0.1 0.0 -0.1
O 0.1 0.2 0.0
H -0.1 0.0 0.0
H 0.0 0.0 -0.1
H 0.1 0.0 -0.1
H 0.0 0.0 0.0
N 0.1 -0.3 0.0
H 0.0 0.0 0.0
H 0.0 0.0 0.0
P 0.4 -0.3 0.2
H 0.0 -0.2 0.1
H -0.1 0.1 0.0
H 0.1 0.1 -0.2
H 0.0 0.0 -0.1
H 0.0 0.0 0.0
N -0.3 0.0 0.0
H 0.0 0.1 0.0
H 0.0 0.0 0.0
C -0.1 -0.2 0.1
H 0.1 0.1 0.0
C -0.1 -0.1 0.0
H 0.1 0.0 0.0
O 0.2 0.1 0.1
H -0.1 0.0 0.0
C -0.1 0.2 -0.3
H 0.0 -0.1 0.0
H 0.0 0.0 0.0
H 0.0 0.0 0.0
H 0.0 0.0 0.0
H 0.0 0.0 0.0
H 0.1 -0.1 0.1
H 0.0 0.0 0.1
H 0.0 0.0 0.0
C -0.1 -0.2 -0.2
H 0.0 -0.1 0.0
H 0.1 -0.1 0.1
H 0.0 0.0 0.0
H 0.0 -0.1 -0.1
C -0.5 -0.1 -0.1
C 0.0 0.1 0.1
C 0.1 0.2 0.0
H 0.0 0.0 0.0
O 0.1 -0.6 -0.3
H 0.0 0.0 0.0
C 0.3 -0.3 0.1
H 0.0 0.1 0.0
C 0.4 0.5 0.2
H 0.0 0.0 0.0
H 0.0 -0.1 0.1
H 0.0 0.0 0.0
N 0.1 0.1 -0.4
C 0.1 0.0 0.0
H 0.0 0.0 0.0
C -0.1 0.0 -0.2
H -0.1 0.0 -0.1
H -0.1 0.0 0.0
S -0.3 0.0 -0.1
C 0.0 0.1 0.0
C 0.0 -0.1 0.0
H 0.0 -0.1 0.0
N 0.0 0.0 0.0
H 0.1 0.0 -0.1
C 0.0 0.0 -0.1
H 0.2 -0.2 0.2
H 0.0 0.1 0.0
H -0.1 0.0 0.1
H -0.1 0.0 -0.1
H 0.1 0.0 0.1
C -0.1 0.0 -0.1
H 0.0 0.1 -0.1
O 0.1 -0.1 0.1
H 0.1 -0.1 0.0
H -0.1 0.0 0.0
Si 0.0 -0.1 -0.2
C -0.2 -0.1 0.1
H 0.0 0.1 0.0
H 0.0 0.0 0.0
C 0.0 -0.1 0.0
H 0.0 -0.1 -0.1
H 0.1 0.0 0.1
H 0.0 0.0 0.1
H 0.1 0.0 0.0
H 0.0 0.1 0.0
H 0.0 -0.1 0.0
H 0.0 0.0 0.0
H -0.1 0.2 0.0
H -0.1 0.1 0.1
C 0.0 0.0 -0.1
C -0.4 0.1 -0.2
C 0.0 0.1 -0.1
C 0.2 0.1 0.1
B 0.1 0.2 0.2
N -0.2 -0.3 0.5
C 0.1 0.1 -0.1
C -0.1 0.1 0.0
C -0.2 0.2 -0.2
O 0.1 -0.2 -0.1
C -0.2 0.1 0.0
H 0.0 0.0 0.0
H 0.1 -0.1 0.0
H 0.1 0.1 0.0
H 0.0 0.0 0.0
I 0.0 0.0 -0.1
O -0.1 -0.1 0.1
C 0.0 0.0 -0.1
O 0.2 0.2 0.1
H -0.1 0.0 0.0
H -0.1 0.0 0.0
C -0.1 0.0 0.0
H 0.0 -0.1 0.0
H 0.1 0.1 -0.1
H 0.0 -0.1 0.0
C -0.1 0.0 0.1
C 0.1 0.1 0.2
H -0.2 0.3 0.1
H 0.1 0.1 0.2
C 0.0 -0.4 0.3
C 0.0 0.1 -0.4
H 0.0 0.0 0.0
H 0.0 0.0 0.0
O -0.2 0.3 -0.2
H 0.0 0.0 0.0

- Number 1 is which compound?
  C32H72O10S10